Entry 1:
# C19H45N4O4P

A cluster of 4 separate species, C19H45N4O4P in total in a non-equilibrium geometry (wB97M-V/def2-TZVPD, the Open Molecules 2025 dataset).

Geometry as ORCA input:
```
! RIJCOSX wB97M-V def2-TZVPD def2/J DEFGRID3
* xyz 0 1
C -1.9783 -0.7785 0.2714
C -0.3636 -1.0845 0.2623
C 0.4258 -0.4153 -1.0508
C 0.2135 1.2181 -1.1557
P 2.2692 -0.9587 -1.1500
C 4.0639 -1.5697 -1.3943
C 4.9577 -1.6623 -0.0204
N 4.2948 -1.0749 1.2055
C 4.7150 -1.7564 2.4890
C 3.4042 -2.6812 2.9615
C 4.4054 0.4320 1.2737
C 3.1048 1.2211 1.9692
O 5.4305 1.1668 0.7865
H -2.3527 -0.1832 -0.6898
H -2.1872 -0.1002 1.2280
H -2.5993 -1.7735 0.4535
H -0.1937 -2.2596 0.1556
H 0.2032 -0.6770 1.2161
H -0.1394 -0.8751 -1.9965
H -0.7469 1.6086 -0.5766
H 1.1289 1.8412 -0.7572
H 0.0834 1.4757 -2.3042
H 1.9710 -1.4610 -2.4914
H 2.0432 -1.8563 -0.0121
H 2.7460 0.3883 -0.9685
H 4.0067 -2.6675 -1.8462
H 4.5980 -0.8053 -2.1085
H 6.0396 -1.2088 -0.1063
H 5.1037 -2.8246 0.2092
H 5.7056 -2.3840 2.4151
H 4.8556 -0.9696 3.3737
H 3.5754 -3.2157 3.9883
H 2.5033 -1.9024 3.0339
H 3.0836 -3.4257 2.0881
H 3.0038 2.3331 1.6191
H 3.2340 1.0802 3.1290
H 2.1641 0.5495 1.6708
C -4.9312 -0.2357 2.3337
O -4.3340 -1.3038 2.3749
N -6.0257 0.0384 1.5416
C -6.6769 1.3313 1.5514
C -6.5420 -0.9979 0.6715
H -4.6225 0.6210 2.9550
H -7.7204 1.1993 1.8515
H -6.6348 1.7560 0.5443
H -6.1862 2.0145 2.2498
H -6.8338 -1.8600 1.2789
H -5.7537 -1.3060 -0.0218
H -7.4060 -0.6347 0.1087
C 7.7284 -3.6443 -1.4638
O 6.5860 -3.7751 -1.0431
N 8.0871 -2.9556 -2.6030
C 9.4650 -2.8473 -3.0335
C 7.0548 -2.3199 -3.3954
H 8.5899 -4.0877 -0.9381
H 9.7422 -1.7897 -3.0690
H 9.5593 -3.2858 -4.0311
H 10.1350 -3.3710 -2.3464
H 6.5255 -1.5924 -2.7727
H 6.3436 -3.0810 -3.7300
H 7.4894 -1.8154 -4.2625
C -8.6495 3.5942 -0.1189
O -9.1096 2.8438 0.7322
N -8.8389 4.9589 -0.1684
C -8.2584 5.7779 -1.2115
C -9.6434 5.5953 0.8540
H -8.0230 3.2152 -0.9429
H -7.6012 6.5219 -0.7522
H -9.0631 6.2827 -1.7536
H -7.6789 5.1712 -1.9124
H -9.1939 5.4014 1.8326
H -10.6485 5.1635 0.8361
H -9.7028 6.6735 0.6832
*
```

The calculation puts the HOMO-LUMO gap at 8.29 eV. The strongest force on any atom is 0.15869 Eh/bohr. The structure (SMILES) is CC[C@@H](C)[PH3]CCN(CC)C(C)=O.CN(C)C=O.CN(C)C=O.CN(C)C=O. Its LUMO energy is 0.6 eV. The value obtained for the highest occupied orbital energy is -7.70 eV.



Entry 2:
# C19H46Br12N6O5P2

A structure of composition C19H46Br12N6O5P2 in a non-equilibrium geometry (wB97M-V/def2-TZVPD, the Open Molecules 2025 dataset).

Geometry as ORCA input:
```
! RIJCOSX wB97M-V def2-TZVPD def2/J DEFGRID3
* xyz 0 1
C 5.3619 0.9007 1.9459
Br 6.9095 2.0513 1.9319
Br 5.7575 -0.7624 2.8550
Br 4.7338 0.5372 0.1549
H 4.5734 1.3881 2.5117
C -1.3216 -2.9025 3.5310
Br -0.0051 -4.2722 3.8744
Br -2.9445 -3.1068 4.5214
Br -1.6980 -2.6883 1.6452
H -0.7831 -2.0107 3.8118
C 1.9747 -5.6652 -1.2580
Br 0.3806 -6.5459 -0.6349
Br 3.3298 -6.7767 -2.0514
Br 2.7190 -4.5185 0.0962
H 1.6428 -5.0092 -2.0475
C -5.7411 0.9359 -5.2355
Br -4.9976 -0.2365 -6.5672
Br -4.6721 2.5124 -4.9519
Br -5.8314 0.0039 -3.5445
H -6.7355 1.2462 -5.5114
O 2.9453 2.2286 4.1874
P 1.6820 2.4296 4.9326
N 1.4096 1.1974 6.0148
C 2.5109 0.8111 6.8802
C 0.0753 0.8446 6.5503
N 0.3590 2.4753 3.9547
C 0.4813 1.8089 2.6633
C -0.8498 3.1728 4.3292
N 1.7679 3.8618 5.7649
C 2.8659 4.8127 5.5165
C 0.9634 4.0973 6.9737
H 2.7514 -0.2458 6.7410
H 2.2561 0.9790 7.9329
H 3.3991 1.3969 6.6469
H 0.1598 -0.0177 7.2082
H -0.6184 0.6872 5.7263
H -0.2940 1.6670 7.1790
H 0.8031 2.5362 1.9191
H 1.1133 0.9345 2.7397
H -0.5086 1.4697 2.3598
H -0.6202 4.2085 4.5773
H -1.4654 3.1918 3.4255
H -1.4387 2.6767 5.1050
H 2.4580 5.8112 5.6626
H 3.7265 4.5732 6.1397
H 3.1303 4.7165 4.4666
H 1.2635 3.3627 7.7339
H -0.0987 3.9164 6.8058
H 1.1390 5.1017 7.3438
O -0.2949 1.6202 -1.6040
P -0.4385 0.2804 -2.2036
N 0.6746 -0.8235 -1.6343
C 0.5796 -2.2146 -1.9814
C 1.5470 -0.5757 -0.4890
N -0.2628 0.2543 -3.8438
C -1.1273 1.1549 -4.6125
C 1.0012 -0.1587 -4.4726
N -1.9247 -0.3906 -1.8837
C -2.7031 0.0822 -0.7473
C -2.5835 -1.4209 -2.6843
H 1.3716 -2.7563 -1.4680
H 0.5019 -2.4309 -3.0471
H -0.3385 -2.6471 -1.5421
H 1.2454 -1.1356 0.4071
H 1.6672 0.4821 -0.2992
H 2.5359 -0.9698 -0.7470
H -0.8180 2.1941 -4.4349
H -1.0435 0.8864 -5.6586
H -2.1349 1.1140 -4.1987
H 1.2595 -1.1504 -4.1305
H 0.7806 -0.2227 -5.5390
H 1.7817 0.5899 -4.3247
H -3.5597 0.6125 -1.2015
H -3.0638 -0.7066 -0.0932
H -2.2489 0.9263 -0.2345
H -3.2565 -1.9369 -2.0034
H -1.8409 -2.1166 -3.0737
H -3.0701 -0.9802 -3.5558
C -2.2490 -4.0476 -5.4654
O -2.5299 -2.8970 -6.2301
C -1.4768 -2.2486 -6.7056
O -0.3642 -2.6812 -6.8193
O -1.9157 -1.0943 -7.2033
C -1.0133 -0.4545 -8.0999
H -2.0222 -3.8332 -4.4205
H -1.3634 -4.5443 -5.8692
H -3.0809 -4.7377 -5.5474
H -0.1998 0.0085 -7.5315
H -1.5156 0.3574 -8.6120
H -0.5255 -1.1741 -8.7525
*
```

The calculation puts the HOMO-LUMO gap at 8.11 eV. The strongest force on any atom is 0.04253 Eh/bohr. Its LUMO energy is -0.1 eV. The value obtained for the highest occupied orbital energy is -8.21 eV.



Entry 3:
# C19H46O16

A cluster of 10 separate species, C19H46O16 in total in a non-equilibrium geometry (wB97M-V/def2-TZVPD, the Open Molecules 2025 dataset).

Geometry as ORCA input:
```
! RIJCOSX wB97M-V def2-TZVPD def2/J DEFGRID3
* xyz 0 1
C -2.3835 33.5770 -22.2597
O -3.5975 33.5660 -22.9789
H -2.4185 34.1811 -21.3531
H -2.1342 32.5302 -22.0867
H -1.6564 34.0761 -22.9003
H -3.5546 32.8564 -23.6240
C 4.4271 23.3212 -19.9053
O 3.7221 24.4585 -19.3938
H 5.4300 23.2893 -19.4796
H 3.6931 22.5301 -19.7524
H 4.5384 23.2618 -20.9880
H 4.1083 24.5680 -18.5217
C -4.8573 27.5911 -24.9700
O -4.0966 28.3471 -24.0158
H -5.7192 28.1544 -25.3277
H -4.2365 27.4811 -25.8591
H -5.1862 26.6323 -24.5693
H -3.5008 27.8361 -23.4631
C 9.1788 28.2331 -24.8439
O 9.9898 27.6345 -25.9319
H 8.6004 29.0308 -25.3100
H 8.4745 27.5475 -24.3727
H 9.8268 28.6531 -24.0746
H 10.1343 26.7103 -25.7163
C 7.5267 27.6416 -19.9929
O 8.2339 26.4849 -20.0989
H 7.8967 28.5172 -20.5263
H 6.5771 27.4055 -20.4731
H 7.2662 27.6695 -18.9348
H 8.0426 25.9188 -19.3475
C 6.9852 33.1731 -22.3206
O 6.3894 33.9380 -21.3464
H 6.5269 33.4791 -23.2611
H 8.0540 33.3774 -22.3838
H 6.8790 32.1009 -22.1559
H 5.5415 33.6146 -21.0333
C -2.3251 30.5199 -29.0584
O -2.8224 31.1145 -27.9264
H -2.9323 30.9399 -29.8604
H -1.2824 30.7886 -29.2279
H -2.4246 29.4402 -29.1694
H -3.7676 30.9502 -27.9631
C -2.1300 21.9239 -23.9478
C -2.2166 20.3710 -23.9215
C -3.6268 19.7759 -24.1444
O -3.2394 18.6532 -24.9551
C -1.9706 18.7371 -25.4666
O -1.5348 17.8726 -26.1353
O -1.4029 19.8734 -24.9431
H -1.1924 22.3211 -23.5590
H -2.9665 22.2616 -23.3361
H -2.2051 22.3575 -24.9450
H -1.8283 20.0202 -22.9654
H -4.3579 20.3668 -24.6963
H -4.1111 19.5488 -23.1946
C 0.6840 27.5790 -25.3068
C 1.5193 28.4347 -24.3490
C 2.8042 27.6670 -23.8285
O 3.8344 28.4035 -24.5548
C 3.3466 29.4311 -25.2090
O 4.0238 30.1976 -25.8079
O 1.9945 29.4772 -25.1467
H 0.5260 26.5140 -25.1365
H 1.2023 27.4497 -26.2570
H -0.2063 28.1608 -25.5455
H 0.7705 28.7209 -23.6105
H 2.8230 26.5881 -23.9828
H 2.9133 27.7658 -22.7485
C 2.3858 34.8556 -26.6102
C 3.6195 35.3005 -27.4496
C 3.6687 34.8053 -28.8466
O 3.8618 35.8918 -29.6786
C 3.9579 36.9979 -28.9261
O 4.0732 38.1562 -29.2631
O 3.6544 36.6818 -27.6630
H 2.6773 34.0535 -25.9321
H 1.7533 34.2807 -27.2866
H 1.7280 35.6505 -26.2589
H 4.5112 35.1299 -26.8464
H 2.7795 34.2402 -29.1263
H 4.5692 34.2336 -29.0708
*
```

The calculation puts the HOMO-LUMO gap at 10.00 eV. The strongest force on any atom is 0.06770 Eh/bohr. The structure (SMILES) is C[C@H]1COC(=O)O1.C[C@H]1COC(=O)O1.C[C@H]1COC(=O)O1.CO.CO.CO.CO.CO.CO.CO. Its LUMO energy is -0.3 eV. The value obtained for the highest occupied orbital energy is -10.26 eV.



Entry 4:
# C19H47Cl2N7O8

A cluster of 9 separate species, C19H47Cl2N7O8 in total in a non-equilibrium geometry (wB97M-V/def2-TZVPD, the Open Molecules 2025 dataset).

Geometry as ORCA input:
```
! RIJCOSX wB97M-V def2-TZVPD def2/J DEFGRID3
* xyz 0 1
Cl 14.8339 -19.7160 -1.6124
C 15.9502 -20.2837 -0.3437
C 16.9573 -19.2083 0.0187
Cl 18.1113 -19.0061 -1.3241
H 16.5593 -21.1154 -0.7093
H 15.4090 -20.7476 0.4746
H 17.5753 -19.5088 0.8629
H 16.5414 -18.2308 0.2460
C 16.3449 -21.0128 4.5036
C 16.3491 -22.3418 3.7852
C 17.7067 -22.8320 3.3620
O 15.6334 -23.3219 4.5785
H 16.9633 -21.0792 5.4088
H 15.3741 -20.5720 4.7108
H 16.9164 -20.2589 3.9529
H 15.7395 -22.2602 2.8735
H 18.1483 -22.1111 2.6709
H 17.6038 -23.7625 2.8069
H 18.3548 -22.9194 4.2365
H 14.7264 -23.2894 4.2684
O 11.3430 -21.9222 0.0744
C 12.3579 -22.5811 0.2118
N 12.7440 -23.4501 -0.7650
C 13.2894 -22.4385 1.3980
H 12.2468 -23.4688 -1.6353
H 13.6571 -23.8499 -0.6488
H 14.1976 -23.0055 1.1855
H 12.7810 -22.9066 2.2425
H 13.5213 -21.4052 1.6416
O 15.1393 -19.1216 2.5180
C 14.3101 -18.2106 2.4110
N 13.5232 -18.1473 1.3199
C 14.2348 -17.0976 3.4362
H 13.9034 -18.7174 0.5759
H 12.8020 -17.4770 1.1018
H 15.1669 -16.5312 3.4094
H 14.0995 -17.6555 4.3657
H 13.3432 -16.5175 3.1938
O 11.8828 -15.1340 4.7841
C 12.3056 -14.7904 5.8841
N 11.8662 -13.6752 6.5005
C 13.2149 -15.7190 6.6429
H 11.1869 -13.1158 6.0147
H 12.0642 -13.5232 7.4724
H 12.9806 -15.7796 7.7077
H 14.2287 -15.3072 6.5664
H 13.2492 -16.7348 6.2652
O 17.0758 -16.2846 2.6941
C 17.9196 -17.1201 3.0071
N 17.7824 -17.9153 4.0673
C 19.2886 -17.2228 2.3478
H 16.9676 -17.8228 4.6559
H 18.5252 -18.4337 4.5019
H 19.6693 -18.2447 2.3544
H 19.9911 -16.5327 2.8158
H 19.3065 -16.9317 1.2956
O 12.6888 -15.4029 0.4792
C 13.5522 -14.5553 0.6877
N 14.8331 -14.8694 0.9368
C 13.1636 -13.1029 0.6756
H 15.5695 -14.1910 1.0228
H 15.1360 -15.8169 1.1011
H 12.0909 -12.9777 0.7732
H 13.3419 -12.7524 -0.3506
H 13.7803 -12.4907 1.3294
O 8.1921 -16.4673 1.9988
C 9.0586 -16.2907 2.8395
N 10.3454 -16.0075 2.4875
C 8.7528 -16.2970 4.3109
H 10.6167 -16.1687 1.5342
H 10.9135 -15.4793 3.1380
H 7.7210 -16.0390 4.5507
H 9.2985 -15.5606 4.9056
H 8.9600 -17.2890 4.7146
O 16.1797 -13.0824 5.6734
C 16.0933 -13.7010 4.6309
N 17.1807 -14.2283 3.9967
C 14.7941 -13.8434 3.8640
H 18.0695 -13.9561 4.3884
H 17.1766 -15.0925 3.4776
H 14.5931 -14.8677 3.5489
H 14.8788 -13.2930 2.9267
H 13.9627 -13.4705 4.4500
*
```

The calculation puts the HOMO-LUMO gap at 8.97 eV. The strongest force on any atom is 0.04471 Eh/bohr. The structure (SMILES) is CC(N)=O.CC(N)=O.CC(N)=O.CC(N)=O.CC(N)=O.CC(N)=O.CC(N)=O.CC(C)O.ClCCCl. Its LUMO energy is 0.1 eV. The value obtained for the highest occupied orbital energy is -8.89 eV.